No. 1
15
Properties=species:S:1:pos:R:3:nbo_charge:R:1 method="wB97M-V/def2-TZVPD" orbital_gap_ha=0.3623 molar_mass_g_mol=100.1 multiplicity=1 de_lowest_kcal_mol=99.1
C -0.13040 -1.13984 1.23028 -0.63
C -0.07669 0.19541 0.51717 0.17
O -0.06042 1.20381 1.51317 -0.70
C 1.04821 0.34285 -0.52671 -0.49
C 0.13112 0.29819 -1.73646 0.28
O -0.63027 -0.74516 -1.79923 -0.53
C -1.15661 0.46753 -0.51974 -0.10
H -0.21221 -1.94438 0.49340 0.23
H 0.77629 -1.28586 1.82694 0.22
H -0.99632 -1.17474 1.89976 0.22
H -0.25672 2.04687 1.08019 0.47
H 1.50953 1.32956 -0.45667 0.22
H 1.80894 -0.43985 -0.49371 0.23
H 0.38253 0.86742 -2.65407 0.19
H -2.13700 -0.02184 -0.37433 0.22

---

No. 2
10
Properties=species:S:1:pos:R:3:nbo_charge:R:1 method="wB97M-V/def2-TZVPD" orbital_gap_ha="0.2970 / 0.2970" molar_mass_g_mol=213.0 multiplicity=1 de_lowest_kcal_mol=69.5
S -2.11947 -2.43464 0.19258 -0.13
N -1.59025 -1.04677 -0.48354 -0.59
C -2.20173 0.10204 -0.61047 -0.13
I -4.13407 0.35007 0.08816 0.21
H -0.63165 -1.05413 -0.83218 0.43
H -1.72783 0.92047 -1.12004 0.22
C 1.54610 -0.39704 0.85086 -0.23
C 0.99064 0.64647 1.02143 -0.24
H 2.00047 -1.32448 0.65739 0.24
H 0.54479 1.57772 1.21698 0.23

---

No. 3
13
Properties=species:S:1:pos:R:3:nbo_charge:R:1 method="wB97M-V/def2-TZVPD" orbital_gap_ha=0.3677 molar_mass_g_mol=85.1 multiplicity=1 de_lowest_kcal_mol=118.3
C -1.65783 0.05628 -0.47720 0.44
C -0.40877 -0.27137 0.44498 -0.35
C 0.52928 0.97703 0.25501 -0.19
C 0.77769 -0.95101 0.07196 -0.21
H -1.61126 0.05897 -1.56785 0.13
H -0.97956 -0.61259 1.25644 0.23
H 0.88332 1.60201 1.24351 0.21
H -0.33673 1.83306 -0.06625 0.15
H 2.35332 0.15944 -0.78851 0.36
H 1.39721 -1.27796 0.89065 0.19
H 0.62927 -1.78909 -0.61735 0.18
N 1.17216 0.23453 -0.64832 -0.61
O -2.74811 -0.01930 0.00293 -0.52